## w
Computed, not measured: a 2-piece molecular cluster, C2H7NS2 overall, with ωB97M-V/def2-TZVPD.

XYZ file:
```
12
C2H7NS2, DFT ωB97M-V/def2-TZVPD
C -0.764 1.154 1.109
C -1.094 0.234 0.202
N -2.216 -0.577 0.098
H -1.108 1.215 2.131
H 0.039 1.788 0.757
H -0.480 0.047 -0.680
H -2.660 -0.868 0.967
H -2.323 -1.219 -0.663
S 3.035 -0.364 0.064
S 2.666 -0.711 -2.046
H 2.089 -1.300 0.366
H 2.816 0.600 -2.305
```

Results
HOMO level (eV): -8.1
Frontier orbital gap (eV): 8.1
SMILES: C=CN.SS

From a natural (NBO) analysis of the wavefunction, the atomic charges in e read: number 1, C, carries -0.55; number 2, C, carries 0.02; number 3, N, carries -0.83; number 4, H, carries 0.20; number 5, H, carries 0.21; number 6, H, carries 0.18; number 7, H, carries 0.38; number 8, H, carries 0.38; number 9, S, carries -0.13; number 10, S, carries -0.14; number 11, H, carries 0.14; number 12, H, carries 0.14



## x
Computed, not measured: the molecule C2H7NS2, with ωB97M-V/def2-TZVPD.

XYZ file:
```
12
C2H7NS2, DFT ωB97M-V/def2-TZVPD
N -1.772 -0.799 -2.356
C -1.113 0.001 -1.359
C -0.318 -0.874 -0.387
S 0.022 -0.230 1.256
S 1.493 1.171 0.858
H -1.180 -1.569 -2.652
H -1.914 -0.299 -3.227
H -0.405 0.748 -1.721
H -1.784 0.591 -0.732
H -0.806 -1.841 -0.257
H 0.663 -1.114 -0.807
H 2.392 0.346 0.300
```

Results
HOMO level (eV): -8.7
Frontier orbital gap (eV): 9.3
SMILES: NCCSS

From a natural (NBO) analysis of the wavefunction, the atomic charges in e read: number 1, N, carries -0.83; number 2, C, carries -0.23; number 3, C, carries -0.55; number 4, S, carries 0.12; number 5, S, carries -0.14; number 6, H, carries 0.35; number 7, H, carries 0.36; number 8, H, carries 0.17; number 9, H, carries 0.19; number 10, H, carries 0.23; number 11, H, carries 0.21; number 12, H, carries 0.12



Tell me which of them is the least stable. Sure, it is w.



## w
Computed, not measured: a 2-piece molecular cluster, C2H7NS2 overall, with ωB97M-V/def2-TZVPD.

XYZ file:
```
12
C2H7NS2, DFT ωB97M-V/def2-TZVPD
C 1.618 -1.563 -0.303
C 1.768 -0.245 -0.101
N 0.772 0.687 0.136
H 0.574 -1.846 -0.229
H 2.461 -2.184 -0.544
H 2.767 0.168 -0.135
H -0.062 0.389 0.622
H 1.106 1.435 0.743
S -2.728 1.898 -0.374
S -2.962 -0.163 0.191
H -2.764 2.224 0.903
H -2.552 -0.800 -0.908
```

Results
HOMO level (eV): -8.3
Frontier orbital gap (eV): 8.2
SMILES: C=CN.SS

From a natural (NBO) analysis of the wavefunction, the atomic charges in e read: number 1, C, carries -0.53; number 2, C, carries 0.02; number 3, N, carries -0.81; number 4, H, carries 0.19; number 5, H, carries 0.21; number 6, H, carries 0.18; number 7, H, carries 0.37; number 8, H, carries 0.36; number 9, S, carries -0.11; number 10, S, carries -0.16; number 11, H, carries 0.13; number 12, H, carries 0.15



## x
Computed, not measured: C2H7NS2 as an isolated structure, with ωB97M-V/def2-TZVPD.

XYZ file:
```
12
C2H7NS2, DFT ωB97M-V/def2-TZVPD
C 0.756 -2.525 -0.658
C -0.980 2.914 0.291
N -0.403 -1.884 -0.419
S -0.402 -0.685 0.497
S 0.573 1.924 0.275
H 1.245 -1.889 -1.378
H 1.382 -2.485 0.169
H 0.750 -3.577 -1.034
H -0.631 3.956 0.466
H -1.531 2.386 1.137
H -1.487 2.696 -0.693
H 0.728 -0.831 1.347
```

Results
HOMO level (alpha / beta) (eV): -8.1 / -8.1
Frontier orbital gap (alpha / beta) (eV): 6.7 / 6.7

From a natural (NBO) analysis of the wavefunction, the atomic charges in e read: number 1, C, carries -0.44; number 2, C, carries -0.75; number 3, N, carries -0.68; number 4, S, carries 0.79; number 5, S, carries -0.26; number 6, H, carries 0.22; number 7, H, carries 0.17; number 8, H, carries 0.22; number 9, H, carries 0.24; number 10, H, carries 0.22; number 11, H, carries 0.22; number 12, H, carries 0.06



Tell me which of them is the least stable. Sure, it is x.